57
Properties=species:S:1:pos:R:3:forces:R:3:mulliken_charge:R:1 method="wB97M-V/def2-TZVPD" total_charge=0 relative_energy_ev=0.0000 orbital_gap_ev=9.00 fmax_ev_per_a=0.6 mol_weight_g_mol=414.5 homo_ev=-8.418 e_tot_ev=-36508.27607 smiles="Cc1ccc(C)c(NC(=O)COc2cccc3c2CCN(Cc2ccccc2)C3=O)c1"
C -3.165575 -2.781300 -0.768871 0.01 0.07 -0.02 -1.602
C -1.991075 -2.464631 0.103278 0.05 0.01 0.21 0.852
C -2.152684 -2.215600 1.458375 0.01 -0.08 -0.07 -0.882
C -1.062567 -1.889985 2.244363 0.03 -0.04 -0.10 -1.020
C 0.216227 -1.804874 1.716332 0.02 0.01 0.00 1.243
C 0.380303 -2.070253 0.350466 -0.41 -0.06 0.03 0.183
C -0.716379 -2.393145 -0.438595 -0.01 -0.04 -0.12 -0.447
H -0.567634 -2.589746 -1.487392 0.00 -0.04 -0.04 0.572
N 1.671223 -1.970736 -0.194443 0.16 -0.06 0.54 0.030
C 2.055917 -2.024782 -1.487652 0.50 0.09 -0.02 0.479
O 1.370089 -2.352300 -2.433311 -0.04 0.00 -0.15 -0.645
C 3.521028 -1.615090 -1.705710 -0.07 -0.20 -0.38 -0.536
O 4.115235 -0.846305 -0.689429 0.00 0.10 0.08 -0.545
C 3.552038 0.275703 -0.120000 0.21 0.32 0.46 -0.068
C 4.187599 0.590373 1.089197 -0.04 -0.10 -0.26 -0.262
C 3.775731 1.643920 1.873696 -0.05 -0.06 -0.08 -0.828
C 2.678610 2.387342 1.478804 -0.12 0.10 -0.09 -0.706
C 2.047925 2.096082 0.279240 0.40 -0.11 0.38 0.211
C 2.489994 1.065154 -0.563711 0.10 -0.09 -0.12 1.313
C 1.765424 0.993459 -1.881136 -0.22 -0.10 -0.02 -1.178
C 0.270199 1.133618 -1.623045 0.23 -0.37 -0.13 -0.388
N 0.003483 2.394253 -0.973137 -0.08 0.13 -0.19 0.121
C 0.844798 2.916213 -0.050060 -0.11 0.19 -0.14 0.297
O 0.618375 3.974975 0.513076 0.03 0.10 0.26 -0.730
C -1.307980 2.976611 -1.166308 -0.03 0.30 0.11 -1.426
C -2.387448 2.088352 -0.602753 -0.06 -0.03 -0.10 0.524
C -3.451716 1.663208 -1.384307 0.09 0.08 0.02 -0.573
C -4.436114 0.851652 -0.846372 -0.14 -0.06 0.01 -0.696
C -4.359821 0.451014 0.476057 -0.11 -0.02 -0.03 -0.437
C -3.295038 0.863761 1.259604 0.02 0.07 0.06 -0.506
C -2.315033 1.676856 0.722948 0.00 0.03 -0.01 -0.023
H -1.487957 2.006850 1.334825 0.11 0.03 0.09 0.418
H -3.231670 0.557667 2.292784 0.01 -0.04 0.09 0.434
H -5.129565 -0.179912 0.895325 -0.07 -0.07 0.04 0.422
H -5.265028 0.533428 -1.462369 -0.06 -0.04 -0.04 0.404
H -3.517139 1.975120 -2.417311 0.02 0.03 -0.11 0.349
H -1.474094 3.152291 -2.234541 -0.01 0.00 0.09 0.421
H -1.298479 3.938343 -0.643444 -0.03 -0.13 -0.18 0.442
H -0.092909 0.295530 -1.010067 0.01 0.04 -0.13 0.142
H -0.276234 1.113978 -2.569651 0.02 0.00 0.06 0.494
H 2.099328 1.836689 -2.496632 -0.03 -0.08 -0.04 0.453
H 1.938948 0.086427 -2.446146 0.03 0.05 -0.04 0.355
H 2.297718 3.201409 2.075239 -0.04 0.07 0.02 0.526
H 4.292323 1.868668 2.793733 0.04 0.01 0.09 0.389
H 5.019350 -0.032127 1.381772 0.09 -0.07 0.04 0.465
H 3.607317 -1.136977 -2.689559 -0.15 -0.08 0.18 0.441
H 4.122933 -2.531505 -1.737037 -0.14 0.13 -0.06 0.334
H 2.389919 -1.737831 0.477334 -0.02 0.03 -0.23 0.005
C 1.376702 -1.433832 2.594758 -0.09 0.01 -0.11 -1.519
H 1.037276 -1.298170 3.618293 0.03 0.01 0.06 0.400
H 2.139108 -2.214240 2.597626 0.13 -0.02 0.04 0.394
H 1.835886 -0.499154 2.268343 0.10 0.06 0.01 0.140
H -1.205879 -1.695915 3.297696 0.02 0.03 0.12 0.358
H -3.134735 -2.279278 1.902252 -0.14 -0.01 0.05 0.402
H -3.621292 -1.853645 -1.116946 -0.07 0.00 -0.06 0.179
H -2.858701 -3.357397 -1.637892 -0.04 -0.06 -0.08 0.428
H -3.918248 -3.340234 -0.217608 -0.09 -0.05 -0.01 0.396


16
Properties=species:S:1:pos:R:3:forces:R:3:mulliken_charge:R:1 method="wB97M-V/def2-TZVPD" total_charge=0 relative_energy_ev=7.9766 orbital_gap_ev="9.45 / 9.44" fmax_ev_per_a=4.3 mol_weight_g_mol=99.1 homo_ev="-9.883 / -9.927" e_tot_ev=-8861.23605
C -1.261749 1.356741 0.188100 2.27 -3.38 -1.47 -0.244
C -0.857648 0.148593 1.066910 -2.39 0.88 2.88 -0.884
C 0.142150 -0.164145 -0.000298 1.46 -0.15 0.49 1.454
C -0.027644 -1.532518 -0.675350 -2.81 -0.64 2.16 -1.413
C 1.591744 0.198637 0.430019 -1.16 2.29 -1.87 -1.429
N -0.463529 0.973691 -0.785702 -0.78 1.09 0.30 -0.233
O -0.015787 1.794070 -2.732299 -0.22 -0.41 1.00 -0.243
H -2.040613 2.074992 0.113321 -0.31 0.79 0.19 0.392
H -0.510087 0.315217 2.104751 0.49 0.54 -0.60 0.300
H -1.706374 -0.519516 1.362890 0.44 0.05 -1.24 0.271
H 0.141359 -2.560928 -0.117705 -0.05 2.54 -0.48 0.268
H 0.467921 -1.592268 -1.582932 0.90 0.02 -1.85 0.387
H -1.147925 -1.444718 -0.826825 1.10 -0.91 -0.53 0.330
H 2.065993 -0.710840 0.653830 1.17 -0.96 0.21 0.402
H 1.634061 0.901539 1.299152 -0.16 -0.60 -0.75 0.339
H 1.988130 0.761454 -0.497862 0.06 -1.16 1.56 0.304


15
Properties=species:S:1:pos:R:3:forces:R:3:mulliken_charge:R:1 method="wB97M-V/def2-TZVPD" total_charge=0 relative_energy_ev=3.6065 orbital_gap_ev=9.10 fmax_ev_per_a=1.0 mol_weight_g_mol=104.1 homo_ev=-8.589 e_tot_ev=-10417.39703 smiles="O=C=CO.C=O.C"
C 1.828606 -0.137370 -0.825558 0.07 0.01 -0.03 -0.857
C -1.199777 -0.760249 -1.646472 0.04 -0.21 0.35 -0.184
O -1.413837 -1.284672 -0.579584 0.07 0.27 -0.54 -0.414
C -1.312235 0.855685 1.013880 -0.19 0.45 -0.38 0.741
O -1.819219 1.554222 0.216715 0.40 -0.59 0.73 -0.423
C -0.624567 0.171252 1.916120 -0.32 -0.09 -0.26 -0.490
O -0.142578 0.787597 3.065364 0.07 0.27 -0.04 -0.516
H 2.694954 0.360818 -0.389063 -0.05 -0.03 -0.07 0.308
H 2.135633 -1.098039 -1.238991 0.00 0.04 0.02 0.294
H 1.419680 0.486196 -1.625212 0.05 -0.04 0.12 0.227
H -0.956912 -1.358633 -2.543788 -0.09 0.02 0.08 0.293
H -1.207432 0.340033 -1.766552 -0.09 -0.17 0.03 0.264
H -0.537810 -0.904593 1.831053 -0.03 0.21 -0.03 0.404
H 1.078250 -0.297459 -0.052347 0.09 0.05 -0.10 0.055
H 0.468337 1.488598 2.804632 -0.02 -0.18 0.12 0.299


74
Properties=species:S:1:pos:R:3:forces:R:3:mulliken_charge:R:1 method="wB97M-V/def2-TZVPD" total_charge=0 orbital_gap_ev=9.10 fmax_ev_per_a=1.5 mol_weight_g_mol=549.6 homo_ev=-9.582 e_tot_ev=-52463.13383 smiles="O=[N+]([O-])c1ccccc1.O=[N+]([O-])c1ccccc1.O=[N+]([O-])c1ccccc1.COCCOC.COCCOC"
C 1.899325 2.178663 -4.237772 -0.18 0.57 -0.21 -0.559
C 3.000298 2.827044 -3.678989 -0.48 -0.50 -0.21 -0.568
C 3.918352 2.089121 -2.967923 0.35 0.23 0.83 -0.240
C 3.697826 0.733787 -2.764464 -0.36 -0.21 -0.61 0.052
C 2.596070 0.100898 -3.303238 -0.76 -0.49 -1.03 -0.116
C 1.685411 0.816988 -4.083521 0.55 0.79 0.75 -0.826
N 4.692473 -0.090790 -2.083032 0.89 0.21 0.54 1.067
O 4.425504 -1.243243 -1.786849 -0.24 0.30 -0.21 -0.622
O 5.768200 0.440539 -1.845899 -0.42 -0.23 -0.05 -0.624
H 1.184432 2.783288 -4.781465 -0.07 -0.13 -0.04 0.386
H 3.101457 3.897434 -3.778795 0.10 0.00 0.00 0.412
H 4.736210 2.593098 -2.471652 0.16 -0.21 -0.13 0.425
H 2.440705 -0.968094 -3.267606 0.36 0.00 0.48 0.488
H 0.776383 0.397206 -4.485503 0.23 -0.28 -0.15 0.764
C 1.464820 -0.072288 2.074780 0.55 -0.27 -0.22 -1.044
C 0.786525 -0.022407 0.864358 0.90 0.38 -0.49 -1.082
C 0.923989 1.118550 0.069006 0.03 -0.55 -0.25 1.066
C 1.812723 2.115835 0.437045 -0.14 -0.37 0.43 -0.370
C 2.545615 2.020630 1.607960 0.58 -0.23 0.23 -0.694
C 2.294457 0.970234 2.467453 0.37 -0.94 -0.57 -0.216
N 1.956484 3.286282 -0.423928 0.98 -0.18 -0.65 1.296
O 3.074453 3.769131 -0.493745 -0.06 0.19 0.36 -0.639
O 1.017258 3.657045 -1.088386 -0.51 -0.08 0.10 -0.619
H 1.303029 -0.907146 2.746035 0.08 -0.04 -0.06 0.448
H 0.198714 -0.865699 0.532447 -0.20 0.12 -0.02 0.184
H 0.422101 1.181257 -0.886012 -0.10 0.12 0.07 0.521
H 3.328585 2.689290 1.941213 -0.30 0.55 -0.50 0.486
H 2.790256 0.936952 3.427756 0.08 -0.06 -0.04 0.499
C -2.353745 -1.000924 -0.512239 -1.17 -0.36 0.05 0.096
C -1.634451 -1.153292 -1.684813 0.31 0.79 0.27 -1.676
C -1.332220 -0.015968 -2.428982 -0.21 -0.83 -0.73 0.203
C -1.912348 1.199319 -2.120478 -0.83 -0.35 0.54 0.000
C -2.750590 1.311142 -1.014300 0.02 0.31 0.28 -0.516
C -2.959151 0.211055 -0.195009 1.02 0.13 -0.05 -0.800
N -1.767413 2.338135 -3.026101 0.73 0.14 0.00 1.161
O -1.211215 2.107723 -4.088422 -0.23 0.22 -0.02 -0.642
O -2.152362 3.429936 -2.663629 -0.13 -0.28 -0.11 -0.632
H -2.573161 -1.873553 0.093294 0.27 0.28 -0.08 0.308
H -1.255825 -2.122305 -1.986134 -0.28 0.30 0.23 1.137
H -0.727338 -0.179599 -3.310444 -0.13 0.47 0.00 0.623
H -3.219180 2.248603 -0.749529 0.11 0.12 -0.25 0.466
H -3.471290 0.323858 0.750162 -0.32 0.01 -0.13 0.492
C 0.444561 3.140150 3.313243 -0.45 0.53 0.29 -0.658
O -0.678882 2.417866 3.745113 -0.33 0.15 0.16 -0.435
C -0.606480 1.022581 3.534044 0.21 0.73 0.18 1.095
C -1.979973 0.455471 3.768207 -0.50 0.71 -0.79 -0.586
O -2.359819 0.612038 5.101954 0.72 -0.31 0.82 -0.358
C -3.738187 0.677455 5.353668 0.01 -0.88 -0.22 -0.721
H 1.358508 2.779814 3.797958 -0.08 0.10 -0.15 0.226
H 0.291595 4.178632 3.608128 -0.07 -0.02 0.13 0.415
H 0.529315 3.139313 2.219399 0.03 -0.16 0.32 0.232
H 0.147606 0.584859 4.207523 -0.25 -0.05 0.24 0.293
H -0.202852 0.828393 2.529097 -1.32 0.21 0.64 -0.898
H -2.019347 -0.558079 3.346704 -0.12 -0.31 0.50 0.375
H -2.695058 1.056885 3.188154 0.19 -0.03 -0.39 0.223
H -4.175999 -0.330414 5.309663 -0.15 0.08 -0.33 0.286
H -4.216351 1.330449 4.618455 -0.23 0.10 0.21 0.311
H -3.903303 0.988004 6.382503 0.18 0.45 -0.09 0.257
C -3.325002 -4.315396 0.762887 -0.46 -0.90 0.04 -1.017
O -2.053970 -3.796826 0.441718 -0.39 -0.01 0.26 -0.171
C -1.189537 -4.831377 0.075311 1.23 -0.41 -0.50 -0.846
C 0.081744 -4.266172 -0.534370 -0.68 0.06 0.24 -0.318
O -0.239971 -3.700148 -1.792043 1.01 -0.40 0.33 -0.477
C 0.880918 -3.031791 -2.385118 -0.88 -0.42 -0.45 -0.562
H -4.041896 -3.597110 1.156708 0.50 0.56 -0.08 0.326
H -3.238771 -5.102963 1.521046 0.05 0.00 0.00 0.370
H -3.789562 -4.765450 -0.121688 0.05 -0.02 -0.04 0.336
H -1.610734 -5.505744 -0.682141 -0.37 0.10 0.14 0.403
H -0.870298 -5.439758 0.934790 -0.32 0.04 0.09 0.388
H 0.803132 -5.079292 -0.668051 0.05 0.02 0.08 0.463
H 0.492513 -3.532435 0.171443 0.14 0.15 -0.21 0.175
H 0.727855 -3.193025 -3.454238 0.32 0.27 -0.06 0.314
H 1.840347 -3.458803 -2.093021 -0.02 0.06 0.14 0.524
H 0.816510 -1.964847 -2.159690 0.34 -0.02 0.11 -0.062